Here is C74H165N9O31 as an isolated structure in a non-equilibrium geometry from OMol25. Energies are from ωB97M-V with the def2-TZVPD basis set.

Calculated values
Calculated total energy = -5742.998501 Eh
Strongest force on any atom = 10.1 eV Å⁻¹
HOMO-LUMO gap (alpha / beta) = 6.0 / 4.5 eV
Multiplicity = 2
Total charge = +1

CARTESIAN COORDINATES (ANGSTROEM)
C 4.8446 -1.9062 3.6910
C 5.2892 -0.8014 2.6641
C 6.0046 0.3088 3.4622
N 6.7085 1.4313 2.6491
C 7.7712 0.6691 1.7646
C 8.7438 1.5980 1.1196
C 9.5221 2.4474 2.2049
C 8.5327 3.2332 3.0661
C 7.4211 2.3942 3.7646
C 5.5353 2.2191 1.9915
H 3.9171 -1.7753 4.2484
H 5.5121 -1.9746 4.5500
H 4.7253 -2.9134 3.2916
H 4.3688 -0.4158 2.2256
H 6.0124 -1.2895 2.0108
H 6.7148 -0.1441 4.1541
H 5.2510 0.7652 4.1039
H 8.3788 0.0084 2.3830
H 7.2004 0.1159 1.0187
H 9.5046 0.9861 0.6351
H 8.2480 2.1348 0.3108
H 10.2539 1.9185 2.8154
H 10.1776 3.1200 1.6518
H 9.2051 3.6429 3.8198
H 8.0231 4.0901 2.6255
H 8.0000 1.7567 4.4330
H 6.6431 3.0280 4.1901
H 4.9097 2.6955 2.7464
H 4.9883 1.5009 1.3807
H 6.0574 2.7311 1.1832
C -1.0934 8.5190 3.9841
C -2.0111 7.6734 4.8902
C -2.2680 6.2856 4.3455
N -2.4612 5.1686 5.4496
C -2.9368 3.8864 4.5983
C -2.6430 2.5859 5.3900
C -1.2007 2.4770 5.9244
C -0.9022 3.6506 6.7308
C -1.0451 4.9925 6.0429
C -3.4950 5.5622 6.5424
H -1.6793 9.0769 3.2538
H -0.3080 8.0747 3.3726
H -0.7111 9.3336 4.5993
H -2.9646 8.1987 4.9448
H -1.6968 7.5543 5.9270
H -1.3603 5.9703 3.8309
H -3.0500 6.1926 3.5919
H -2.3359 3.8411 3.6900
H -3.9358 4.0236 4.1844
H -2.9805 1.7923 4.7234
H -3.4778 2.4913 6.0845
H -0.4546 2.5231 5.1312
H -1.1393 1.6285 6.6058
H 0.0671 3.6412 7.2292
H -1.5405 3.6269 7.6140
H -0.4106 5.0059 5.1568
H -0.7318 5.7800 6.7284
H -3.2622 6.5060 7.0355
H -3.5937 4.9347 7.4282
H -4.4229 5.6880 5.9846
C -2.9283 -2.9252 -0.1016
C -2.5662 -1.3263 0.1283
C -1.0954 -1.1256 -0.1857
N -0.5324 0.2769 0.0186
C -0.6958 0.8175 1.4444
C 0.0289 0.0022 2.4429
C 1.5308 0.0736 2.0169
C 1.8003 -0.4540 0.6275
C 0.9859 0.2452 -0.3800
C -1.2581 1.1164 -1.1027
H -3.8900 -2.9376 0.4114
H -2.3767 -3.6090 0.5437
H -2.9840 -3.4515 -1.0545
H -2.8356 -1.0414 1.1453
H -3.1700 -0.6844 -0.5132
H -0.8907 -1.5173 -1.1821
H -0.5671 -1.7788 0.5088
H -1.7728 0.9505 1.5471
H -0.1871 1.7815 1.4341
H -0.3511 -1.0186 2.4832
H 0.0065 0.3593 3.4725
H 2.0294 -0.5396 2.7675
H 1.8260 1.1225 2.0448
H 1.8271 -1.5275 0.4405
H 2.8465 -0.1902 0.4730
H 1.1502 -0.2500 -1.3371
H 1.3218 1.2782 -0.4709
H -1.1914 0.5535 -2.0337
H -0.7941 2.1010 -1.1603
H -2.2945 1.2395 -0.7883
C 0.5580 1.7043 -7.9204
C 1.9743 1.9410 -7.3096
C 1.9330 1.5350 -5.8014
N 2.7103 2.5512 -4.8343
C 2.2813 2.1585 -3.3796
C 2.8519 3.1041 -2.3276
C 2.3070 4.5128 -2.4822
C 2.4881 5.0491 -3.8385
C 2.1936 4.0050 -4.9591
C 4.1723 2.6098 -5.0980
H 0.6548 1.4184 -8.9678
H -0.1550 2.5265 -7.9806
H 0.0601 0.8273 -7.5067
H 2.2216 2.9764 -7.5435
H 2.7662 1.3804 -7.8065
H 2.2974 0.5333 -5.5735
H 0.8952 1.7261 -5.5282
H 1.1932 2.2162 -3.3502
H 2.4621 1.0850 -3.3245
H 2.6681 2.6873 -1.3374
H 3.9339 3.1997 -2.4179
H 1.2244 4.4867 -2.3583
H 2.8790 5.1300 -1.7894
H 1.7287 5.8022 -4.0489
H 3.4563 5.5426 -3.9239
H 1.1092 3.9695 -5.0641
H 2.4434 4.4818 -5.9069
H 4.3364 2.9067 -6.1339
H 4.6123 1.6178 -4.9958
H 4.5471 3.4409 -4.5005
C 8.2116 -2.8833 0.9065
C 7.0141 -3.8357 0.7572
C 6.2191 -3.6538 -0.5896
N 5.0615 -4.6940 -0.9058
C 4.2628 -4.1157 -2.2015
C 2.8737 -4.7275 -2.4486
C 2.0634 -4.9741 -1.2290
C 2.8401 -5.4815 -0.0084
C 4.0693 -4.5608 0.3134
C 5.6443 -6.1177 -1.1587
H 9.1897 -3.0989 0.4765
H 8.3399 -2.7149 1.9757
H 7.9236 -1.9359 0.4509
H 6.3783 -3.5117 1.5811
H 7.1755 -4.8626 1.0853
H 7.0058 -3.6339 -1.3438
H 5.7636 -2.6642 -0.5526
H 4.1120 -3.0368 -2.1648
H 4.9144 -4.2335 -3.0673
H 2.3771 -4.0862 -3.1768
H 3.0667 -5.6829 -2.9365
H 1.7378 -3.9984 -0.8684
H 1.2191 -5.6384 -1.4133
H 2.1228 -5.4656 0.8122
H 3.2026 -6.5083 -0.0582
H 3.7396 -3.5227 0.2706
H 4.5070 -4.7713 1.2892
H 5.7025 -6.7509 -0.2733
H 6.6744 -6.0486 -1.5083
H 5.0820 -6.6221 -1.9444
C -4.4103 -3.4077 5.6819
N -3.8767 -2.8641 4.3509
C -3.2719 -1.4976 4.6494
C -2.6715 -3.6727 3.8582
C -5.0247 -2.7587 3.3223
C -6.1329 -1.8171 3.7204
O -6.9453 -2.4260 4.7437
H -5.0308 -4.2786 5.4706
H -5.0552 -2.6905 6.1897
H -3.5080 -3.7294 6.2020
H -2.3724 -1.5683 5.2611
H -4.0511 -1.0704 5.2807
H -3.2117 -0.8896 3.7467
H -1.9583 -3.7569 4.6782
H -2.3543 -3.1820 2.9381
H -3.1387 -4.6438 3.6944
H -5.3862 -3.7826 3.2277
H -4.6061 -2.5306 2.3421
H -6.7938 -1.7193 2.8591
H -5.7866 -0.8392 4.0549
H -7.6791 -1.8693 5.0144
C -6.9656 -3.4968 -3.9669
N -6.4558 -2.1190 -3.6782
C -4.9960 -2.0786 -4.3355
C -7.3509 -1.0169 -4.3029
C -6.2430 -1.9150 -2.1043
C -5.8786 -0.5437 -1.6237
O -5.7878 -0.5564 -0.2005
H -6.2920 -4.2360 -3.5333
H -6.8151 -3.5660 -5.0443
H -7.9880 -3.5855 -3.5997
H -4.7189 -1.0301 -4.2258
H -5.1737 -2.3203 -5.3834
H -4.4407 -2.7415 -3.6719
H -6.8631 -0.0491 -4.1862
H -8.2412 -0.9938 -3.6744
H -7.4248 -1.2889 -5.3558
H -5.4581 -2.6293 -1.8555
H -7.2486 -2.2186 -1.8131
H -6.7340 0.1293 -1.6824
H -4.9680 -0.0286 -1.9295
H -5.7115 0.3025 0.2214
C -3.9932 6.0967 -0.0359
N -2.7425 5.9662 -0.9055
C -1.7718 6.9727 -0.3611
C -2.2203 4.5800 -0.6219
C -2.8758 6.0330 -2.4270
C -3.9701 5.2802 -3.1814
O -5.2097 5.9451 -2.9600
H -4.7666 5.3902 -0.3372
H -4.3228 7.1355 -0.0554
H -3.7086 5.9793 1.0097
H -1.5325 6.8007 0.6883
H -2.1607 7.9879 -0.2823
H -0.8659 7.0442 -0.9631
H -1.2750 4.5419 -1.1633
H -2.8784 3.7442 -0.8596
H -2.0075 4.4508 0.4393
H -1.9914 5.6885 -2.9629
H -2.9341 7.0909 -2.6831
H -3.9816 4.1981 -3.0513
H -3.7009 5.3181 -4.2370
H -5.8749 5.4775 -3.4704
C -3.2642 -5.2433 -4.3558
N -2.3269 -6.4747 -4.1085
C -1.2406 -6.0978 -3.1660
C -3.1213 -7.5565 -3.3667
C -1.8522 -7.1709 -5.4462
C -1.2323 -6.1396 -6.3721
O -0.0774 -5.6806 -5.8628
H -3.7425 -5.1047 -3.3863
H -4.0308 -5.5338 -5.0742
H -2.6700 -4.3466 -4.5316
H -0.7698 -5.1747 -3.5041
H -0.3350 -6.6996 -3.0901
H -1.5662 -5.7795 -2.1757
H -2.5150 -8.4053 -3.0503
H -3.9792 -7.8501 -3.9716
H -3.6586 -7.1453 -2.5121
H -2.7542 -7.5754 -5.9054
H -1.1081 -7.8723 -5.0687
H -1.9277 -5.3371 -6.6180
H -1.1921 -6.5496 -7.3813
H -0.0037 -4.7568 -5.6123
O 0.1366 -0.9520 -3.9694
C -0.6101 -2.0271 -4.3078
O -0.1585 -3.0376 -4.9526
O -1.7806 -1.9843 -3.9635
H -0.7395 -0.6015 -3.7930
O 1.2947 3.6570 0.7036
C 1.2480 4.7573 1.4335
O 2.3743 5.2694 1.5325
O 0.1827 5.2347 1.8535
H 2.1835 4.0016 0.8172
O -1.3609 3.5835 -5.6115
C -1.3475 2.8632 -4.5266
O -1.3045 3.3384 -3.3606
O -1.6531 1.7310 -4.7946
H -1.7932 2.7358 -5.7391
O -4.8101 3.8653 1.7400
C -4.5786 2.5407 1.5259
O -5.2919 2.1505 0.5546
O -3.9053 1.8121 2.2267
H -5.4743 3.9564 1.0529
O 1.9096 0.7222 5.9818
C 2.8731 1.3863 6.4459
O 2.8390 2.5546 6.1446
O 3.7659 0.7791 6.9856
H 1.8566 1.5082 5.4331
O -0.4175 -5.7968 0.8548
C -1.4278 -6.5476 0.9901
O -1.7155 -7.4362 0.1720
O -2.2449 -6.3868 1.8481
H -0.4075 -5.1452 1.5598
O -5.6337 -5.2774 0.8948
C -5.1707 -5.7442 -0.2613
O -5.5458 -5.3112 -1.3220
O -4.4309 -6.7689 -0.1609
H -6.0876 -4.5811 0.4146
O 4.7198 -0.7301 -2.5564
C 5.2882 0.2920 -2.0416
O 5.8490 1.0453 -2.8663
O 5.3550 0.4874 -0.8279
H 5.0618 -0.3566 -3.3720
O 2.1684 -3.8168 3.1023
C 0.9382 -3.7494 3.4724
O 0.4703 -3.8061 4.6357
O 0.1607 -3.8211 2.5533
H 1.6987 -3.7393 2.2686

***

Here is a 17-piece molecular cluster, C74H93B2F6N8O34S2 overall in a non-equilibrium geometry from OMol25. Energies are from ωB97M-V with the def2-TZVPD basis set.

Calculated values
Calculated total energy = -7316.183261 Eh
Strongest force on any atom = 4.5 eV Å⁻¹
HOMO-LUMO gap = 5.0 eV
Multiplicity = 1
Total charge = +1

CARTESIAN COORDINATES (ANGSTROEM)
C -8.8904 9.8071 -29.0818
N -9.8327 9.1144 -28.1986
C -10.0788 7.8246 -28.4980
C -10.8897 7.0248 -27.6141
C -11.4162 7.6242 -26.4734
C -11.1812 8.9686 -26.2531
C -10.3845 9.7033 -27.1088
C -12.0169 6.8137 -25.3965
C -11.5604 5.5115 -25.0244
C -12.2169 4.8429 -24.0247
N -13.2464 5.3779 -23.2755
C -13.6563 6.6336 -23.6126
C -13.1074 7.3068 -24.7082
C -13.8932 4.6002 -22.2058
H -7.9268 9.3486 -28.8598
H -8.8038 10.8599 -28.8128
H -9.2632 9.8091 -30.1060
H -9.6916 7.3474 -29.3861
H -11.1225 5.9863 -27.7976
H -11.5145 9.3952 -25.3186
H -10.2441 10.7698 -27.0132
H -10.7058 5.0079 -25.4516
H -11.8822 3.8490 -23.7671
H -14.3534 7.2282 -23.0408
H -13.5148 8.2796 -24.9409
H -13.4944 3.5916 -22.0972
H -14.9485 4.4309 -22.4197
H -13.6930 5.0712 -21.2434
C -13.6605 14.4098 -28.2410
N -13.9602 14.0309 -26.8594
C -12.9489 13.6809 -26.0218
C -13.2227 13.1191 -24.7856
C -14.5663 12.8531 -24.3254
C -15.5561 13.4169 -25.1589
C -15.2409 14.0381 -26.3771
C -14.9041 12.0651 -23.1368
C -15.9386 12.4073 -22.2736
C -16.2048 11.5515 -21.2408
N -15.4492 10.4128 -21.0162
C -14.4053 10.1091 -21.8704
C -14.0304 10.9258 -22.9101
C -15.7446 9.5334 -19.9438
H -12.6435 14.8018 -28.2351
H -14.4627 15.0988 -28.5052
H -13.6918 13.4588 -28.7726
H -11.9244 13.6878 -26.3636
H -12.3261 12.9033 -24.2236
H -16.6041 13.4378 -24.8989
H -15.9818 14.5795 -26.9466
H -16.6150 13.2415 -22.3877
H -17.0464 11.7646 -20.5984
H -13.8314 9.2417 -21.5794
H -13.1647 10.6052 -23.4706
H -16.3463 10.0006 -19.1642
H -14.7832 9.1941 -19.5582
H -16.3458 8.6548 -20.1774
B -10.6068 10.5857 -23.0533
H -10.6010 10.8400 -24.1019
H -10.8920 9.5554 -22.9066
H -9.6162 10.7138 -22.6451
H -11.2491 11.2921 -22.5507
B -10.8416 12.6565 -28.8175
H -11.4572 12.2982 -28.0070
H -10.7579 11.8204 -29.4944
H -11.2618 13.5314 -29.2888
H -9.8759 12.9031 -28.4042
C -17.1876 8.1295 -24.3966
C -17.4415 7.1080 -23.3020
O -18.2870 6.2075 -23.4744
O -16.8766 7.2786 -22.2172
H -18.0853 8.7066 -24.6184
H -16.8288 7.6758 -25.3204
H -16.4860 8.8902 -24.0543
C -7.5709 2.2088 -26.1700
C -8.6703 2.5568 -26.9244
C -8.4579 3.0017 -28.2524
C -7.2177 3.1016 -28.8012
C -6.1021 2.6602 -28.0066
C -6.2781 2.2136 -26.7142
N -7.1076 3.6987 -30.1708
O -5.9847 4.0117 -30.5572
O -8.0988 3.8212 -30.9080
H -7.7466 1.9164 -25.1452
H -9.6570 2.5620 -26.4852
H -9.2810 3.4118 -28.8188
H -5.0934 2.7816 -28.3730
H -5.4332 1.8171 -26.1708
C -6.4858 15.8919 -28.7603
C -7.2247 14.7359 -28.3761
C -6.9650 13.5337 -29.0407
C -6.0031 13.4699 -30.0295
C -5.3008 14.6622 -30.4406
C -5.5164 15.7866 -29.7749
N -5.7662 12.2259 -30.8106
O -6.5148 11.2799 -30.6139
O -4.7360 12.1316 -31.4943
H -6.6996 16.8682 -28.3511
H -8.0105 14.6376 -27.6418
H -7.4812 12.6765 -28.6344
H -4.5950 14.5830 -31.2543
H -4.9029 16.6431 -30.0124
C -14.2210 -0.3759 -28.1139
C -14.9026 -0.0401 -26.9822
C -14.1523 0.3581 -25.8767
C -12.7402 0.4628 -25.8687
C -12.0747 0.2630 -27.1104
C -12.8090 -0.2276 -28.2124
N -12.0005 0.8386 -24.5937
O -12.6062 0.7929 -23.5369
O -10.8874 1.2855 -24.6692
H -14.8309 -0.6671 -28.9563
H -15.9769 -0.1035 -27.0733
H -14.6281 0.6168 -24.9423
H -10.9970 0.3117 -27.1595
H -12.2945 -0.2791 -29.1606
C -7.6163 0.5202 -18.9522
C -7.0540 1.2998 -19.9390
C -7.7905 2.1827 -20.6809
C -9.1416 2.3963 -20.4090
C -9.6707 1.7006 -19.3769
C -8.9684 0.8122 -18.5794
N -10.0606 3.1357 -21.3376
O -11.2281 3.3136 -21.1145
O -9.5471 3.6388 -22.3161
H -6.9828 -0.0938 -18.3292
H -5.9790 1.2159 -20.0019
H -7.2870 2.6922 -21.4892
H -10.7088 1.7842 -19.0912
H -9.3552 0.3298 -17.6939
O -4.2813 4.6246 -25.0412
S -3.5494 5.1634 -26.1661
O -2.3639 4.4495 -26.6359
O -4.5508 5.4723 -27.4311
C -5.8791 5.8292 -27.0611
C -6.5553 6.7681 -28.0842
C -3.0282 6.9411 -25.8754
H -5.8760 6.2627 -26.0610
H -6.3658 4.8621 -26.9347
H -5.8190 7.5716 -28.0671
H -7.5584 7.1451 -27.8848
H -6.5270 6.3342 -29.0837
H -3.8901 7.5953 -25.7443
H -2.4104 7.2107 -26.7320
H -2.4469 6.9576 -24.9535
O -10.4578 6.8110 -21.3956
S -11.2300 7.3043 -20.2634
O -12.7158 7.4059 -20.3064
O -10.7845 6.4693 -18.9018
C -11.3770 6.6285 -17.6536
C -12.3604 5.5198 -17.4701
C -10.5267 8.9758 -19.7814
H -11.8153 7.6073 -17.4590
H -10.5612 6.4926 -16.9437
H -11.8029 4.5953 -17.3192
H -12.9860 5.4372 -18.3589
H -12.9839 5.6006 -16.5797
H -9.4575 8.8289 -19.6287
H -11.1505 9.3753 -18.9817
H -10.6336 9.6008 -20.6680
C -15.4014 9.2932 -29.5052
C -15.8819 8.3926 -28.4550
O -15.5418 9.0432 -27.2535
C -14.5688 9.8912 -27.5057
O -14.0296 10.6446 -26.6864
O -14.2949 9.9187 -28.8064
F -15.2029 7.2279 -28.5092
H -16.1212 10.0352 -29.8509
H -15.0455 8.7340 -30.3704
H -16.9373 8.1440 -28.5668
C -11.2330 11.5058 -32.7021
C -12.5855 11.4552 -31.9632
O -12.4550 10.2991 -31.1426
C -11.5650 9.4816 -31.7232
O -11.3632 8.3561 -31.3338
O -10.9707 10.1100 -32.7459
F -13.4263 11.2329 -32.9795
H -10.6386 12.1631 -32.0674
H -11.3606 11.8171 -33.7388
H -12.7114 12.4076 -31.4483
C -19.0203 3.1364 -22.6037
C -17.6596 3.2677 -21.8791
O -16.7991 2.5475 -22.7515
C -17.5639 1.7294 -23.5989
O -17.1052 0.9158 -24.3840
O -18.8400 1.8881 -23.2807
F -17.7160 2.6164 -20.7271
H -19.1196 3.9926 -23.2709
H -19.8023 3.1062 -21.8450
H -17.3231 4.2947 -21.7367
C -6.6698 12.6268 -25.0476
C -8.0108 11.8706 -24.9821
O -7.7515 10.6986 -25.7125
C -6.5716 10.7773 -26.3201
O -6.1119 9.8768 -26.9598
O -6.0485 12.0081 -26.1713
F -9.0109 12.4820 -25.5911
H -6.1904 12.4755 -24.0804
H -6.9057 13.6657 -25.2783
H -8.3732 11.8240 -23.9552
C -14.4979 -0.3809 -20.6038
C -15.8351 0.1051 -20.1383
O -15.5537 1.3445 -19.6050
C -14.3102 1.6668 -19.6271
O -13.8870 2.7860 -19.3678
O -13.6110 0.6273 -20.0456
F -16.3808 -0.7383 -19.2758
H -14.4406 -0.3063 -21.6898
H -14.2684 -1.4089 -20.3233
H -16.5226 0.2126 -20.9773
C -12.5870 4.9804 -31.2716
C -13.9338 5.0213 -30.5811
O -13.7548 4.2351 -29.4370
C -12.4358 4.2034 -29.1789
O -11.8636 3.7812 -28.2009
O -11.7932 4.8580 -30.1869
F -14.8208 4.4624 -31.5046
H -12.3095 5.9162 -31.7566
H -12.5314 4.1884 -32.0185
H -14.3539 6.0122 -30.4089